Here is one molecule with the formula C2H5N3S2 in a non-equilibrium geometry from the Open Molecules 2025 dataset. Energies are from ωB97M-V/def2-TZVPD.

Element x y z (Å)
H (-1.347, -1.922, -0.374)
N (-2.165, -1.320, -0.377)
C (-1.793, -0.080, -0.273)
N (-0.419, 0.374, -0.212)
S (-0.243, 2.114, 0.163)
C (0.324, -0.436, 0.686)
N (1.583, -0.699, 0.803)
S (2.486, 0.034, -0.505)
H (-2.522, 0.766, -0.445)
H (0.616, 2.431, -0.857)
H (-0.292, -0.987, 1.386)
H (3.772, -0.275, 0.005)

Properties
- energy relative to the best compared isomer or geometry (same formula, charge and spin) (kcal/mol) = 70.2
- frontier orbital gap (eV) = 9.2684
- structure (SMILES) = [H]/N=C\N(S)/C=N\S
- total energy (eV) = -28293.6218